C27H23IrN4OTe | wB97M-V/def2-TZVPD

```
57
C27H23IrN4OTe, DFT wB97M-V/def2-TZVPD
Ir 0.828 -0.111 -0.141
C 2.190 2.830 3.063
C 0.980 3.284 3.559
C -0.199 2.734 3.081
C -0.142 1.742 2.113
N 1.036 1.327 1.620
C 2.170 1.850 2.088
C -1.365 1.071 1.582
C -2.622 1.293 2.118
C -3.719 0.625 1.595
C -3.533 -0.260 0.548
C -2.255 -0.447 0.062
N -1.196 0.204 0.562
H 3.131 3.225 3.417
H 0.950 4.058 4.314
H -1.145 3.087 3.462
H 3.088 1.461 1.665
H -2.754 1.971 2.947
H -4.704 0.793 2.009
H -4.359 -0.805 0.114
H -2.046 -1.133 -0.745
O -0.141 -1.414 -1.965
C 0.022 -1.411 -3.207
C -0.662 -2.415 -3.991
C -0.500 -2.499 -5.338
C 0.346 -1.583 -5.987
C 1.010 -0.587 -5.271
C 0.876 -0.456 -3.903
C 1.551 0.630 -3.196
N 1.592 0.893 -1.888
C 2.344 2.034 -1.723
C 2.763 2.474 -2.937
N 2.262 1.583 -3.842
H -1.296 -3.099 -3.442
H -1.011 -3.261 -5.911
H 0.486 -1.643 -7.057
H 1.641 0.084 -5.839
H 2.516 2.461 -0.751
H 3.356 3.322 -3.227
H 2.395 1.648 -4.837
C 1.361 -3.023 2.187
Te 2.363 -2.209 0.477
C 1.561 -3.894 -0.561
C 1.235 -4.892 0.522
C 1.024 -6.231 0.205
C 0.701 -7.139 1.198
C 0.591 -6.718 2.516
C 0.809 -5.389 2.839
C 1.130 -4.472 1.842
H 0.429 -2.477 2.333
H 1.996 -2.889 3.059
H 2.311 -4.271 -1.253
H 0.685 -3.561 -1.114
H 1.123 -6.564 -0.821
H 0.547 -8.180 0.946
H 0.349 -7.428 3.295
H 0.738 -5.064 3.869
```

Calculated values
Multiplicity ... 5
E_HOMO (alpha / beta) ... -0.482 / -0.500 Ha
Maximum force ... 0.23 eV Å⁻¹
Frontier orbital gap (alpha / beta) ... 7.435 / 5.615 eV
Total charge ... +2